{
  "formula": "C20H24Cl2O2Zr",
  "method": "ωB97M-V/def2-TZVPD",
  "species": ["Zr", "Cl", "Cl", "O", "O", "C", "C", "C", "C", "C", "C", "C", "C", "C", "C", "C", "C", "C", "C", "C", "C", "C", "C", "C", "C", "H", "H", "H", "H", "H", "H", "H", "H", "H", "H", "H", "H", "H", "H", "H", "H", "H", "H", "H", "H", "H", "H", "H", "H"],
  "positions_angstrom": [[0.579, -0.016, -0.153], [1.015, 0.696, 2.063], [2.216, -1.701, 0.282], [-0.373, -1.556, -0.807], [2.761, -4.485, -1.471], [-0.928, -2.310, 2.041], [2.419, 3.046, 0.357], [-2.365, 0.982, 1.073], [-1.267, -3.415, 2.826], [-0.757, 0.907, -3.040], [-1.788, -1.205, 1.945], [0.400, 1.111, -2.133], [1.842, 2.098, -0.623], [0.544, 2.174, -1.178], [3.927, 0.640, -0.952], [-3.007, -1.225, 2.672], [-1.466, -0.086, 1.133], [-3.336, -2.340, 3.462], [-3.880, -0.134, 2.595], [-3.557, 0.963, 1.799], [1.625, 0.373, -2.146], [-2.468, -3.431, 3.533], [1.967, -0.746, -3.060], [-0.429, 3.260, -0.914], [2.509, 0.992, -1.197], [-4.265, -2.369, 4.019], [4.165, -0.354, -1.310], [4.171, 0.675, 0.106], [2.321, -5.146, -2.031], [2.669, -1.432, -2.598], [2.902, 3.870, -0.172], [0.004, -2.336, 1.513], [-0.668, 1.558, -3.911], [4.569, 1.355, -1.471], [-2.147, 1.835, 0.466], [1.086, -1.319, -3.332], [-4.237, 1.803, 1.742], [3.164, 2.568, 0.985], [-0.509, 3.476, 0.147], [-0.806, -0.118, -3.395], [-1.420, 3.011, -1.274], [-1.329, -1.389, -0.828], [-2.727, -4.291, 4.138], [-0.098, 4.169, -1.420], [-1.696, 1.133, -2.544], [1.658, 3.464, 1.007], [-4.813, -0.133, 3.147], [2.416, -0.357, -3.976], [-0.596, -4.263, 2.883]],
  "homo_lumo_gap_ev": 4.304,
  "e_tot_ha": -1894.523983,
  "total_charge": -2
}

{
  "formula": "C13H15N3OS2",
  "method": "ωB97M-V/def2-TZVPD",
  "species": ["S", "S", "O", "N", "N", "N", "C", "C", "C", "C", "C", "C", "C", "C", "C", "C", "C", "C", "C", "H", "H", "H", "H", "H", "H", "H", "H", "H", "H", "H", "H", "H", "H", "H"],
  "positions_angstrom": [[2.578, -1.644, -2.312], [-0.633, 0.686, 0.443], [-0.613, -2.843, 1.207], [0.903, -2.073, -0.240], [2.096, -0.026, -0.375], [-2.250, 3.166, 0.911], [4.332, 0.295, -3.356], [-2.930, 2.003, 1.180], [0.112, -0.580, 1.535], [-2.993, -0.408, 1.394], [2.989, 0.609, -1.185], [0.088, -1.920, 0.858], [3.443, 1.979, -0.806], [-2.311, 0.749, 1.063], [-4.913, 0.888, 1.997], [-4.243, 2.044, 1.652], [1.775, -1.188, -0.811], [-4.291, -0.342, 1.872], [3.383, -0.096, -2.281], [1.134, -0.247, 1.704], [4.498, 1.975, -0.536], [3.299, 2.675, -1.630], [5.047, -0.504, -3.543], [3.798, 0.492, -4.286], [4.872, 1.192, -3.066], [-0.461, -0.614, 2.459], [-4.726, 3.006, 1.749], [-1.405, 3.078, 0.373], [2.861, 2.312, 0.048], [-2.806, 3.984, 0.725], [-4.810, -1.250, 2.134], [-2.516, -1.370, 1.287], [-5.928, 0.948, 2.361], [0.815, -2.972, -0.700]],
  "homo_lumo_gap_ev": 8.285,
  "smiles": "Cc1nc(NC(=O)CSc2ccccc2N)sc1C",
  "e_tot_ha": -1540.297857,
  "total_charge": 0,
  "e_above_lowest_kcal_mol": 1.5
}

{
  "formula": "C33H38BN4O7Re",
  "method": "ωB97M-V/def2-TZVPD",
  "species": ["Re", "O", "O", "O", "O", "O", "O", "O", "N", "N", "N", "N", "C", "C", "C", "C", "C", "C", "C", "C", "C", "C", "C", "C", "C", "C", "C", "C", "C", "C", "C", "C", "C", "C", "C", "C", "C", "C", "C", "C", "C", "C", "C", "C", "C", "B", "H", "H", "H", "H", "H", "H", "H", "H", "H", "H", "H", "H", "H", "H", "H", "H", "H", "H", "H", "H", "H", "H", "H", "H", "H", "H", "H", "H", "H", "H", "H", "H", "H", "H", "H", "H", "H", "H"],
  "positions_angstrom": [[0.444, -0.706, 0.256], [-1.457, -1.195, 1.164], [-1.928, -1.230, -1.769], [-2.092, 0.883, -0.917], [-3.761, -2.820, 2.249], [0.214, -2.772, -0.231], [-3.468, -5.522, 1.074], [-0.920, -5.587, -0.415], [2.505, -1.406, 0.512], [1.218, -0.206, -1.608], [0.982, -0.559, 2.353], [0.594, 1.411, 0.252], [-1.380, -4.634, 0.173], [-4.237, -1.425, -1.190], [3.257, -1.471, -1.895], [1.322, 1.069, -1.940], [-2.627, 1.531, -3.143], [2.754, -0.481, 3.991], [3.216, -2.139, -0.526], [4.018, -0.232, 4.479], [-1.031, 1.945, 3.562], [-2.856, -3.204, 1.533], [3.162, -0.851, 1.506], [0.756, 1.976, -0.921], [4.541, -0.534, 1.462], [-1.716, -2.471, 1.022], [-2.693, -4.609, 0.960], [2.028, 2.752, -3.717], [-4.382, 1.437, -1.369], [-3.513, -1.187, -3.566], [0.324, 3.311, -1.213], [5.415, -0.126, 2.453], [-3.126, 0.780, -1.914], [-1.051, 1.975, 2.036], [1.842, -1.236, -2.415], [0.537, 4.111, -2.303], [2.266, -0.562, 2.656], [2.047, 1.524, -3.064], [0.014, -0.414, 3.453], [-3.242, -0.761, -2.134], [1.329, 3.907, -3.440], [-0.853, -3.268, 0.284], [-0.008, 0.959, 4.145], [5.222, -0.001, 3.818], [0.328, 2.229, 1.430], [-1.364, -0.297, -0.914], [-0.818, 2.942, 3.964], [2.690, 0.787, -3.524], [-4.487, -0.824, -3.902], [2.678, -3.086, -0.637], [-4.024, -1.171, -0.150], [1.252, -2.146, -2.294], [-2.745, -0.817, -4.243], [2.651, 2.784, -4.607], [-0.229, 0.809, 5.206], [2.002, -0.604, 4.757], [-5.266, -1.136, -1.415], [0.213, -1.202, 4.186], [-3.369, 1.537, -3.944], [1.405, 4.724, -4.146], [1.833, -0.977, -3.477], [1.099, 1.948, 2.150], [3.790, -0.516, -1.842], [6.077, 0.270, 4.423], [-0.968, -0.631, 3.046], [6.416, 0.101, 2.098], [-4.645, 1.028, -0.395], [-5.224, 1.296, -2.051], [-4.209, 2.509, -1.258], [0.026, 5.068, -2.260], [0.493, 3.286, 1.221], [4.227, -2.380, -0.189], [4.071, -0.187, 5.563], [-3.518, -2.276, -3.617], [-2.032, 1.679, 3.913], [-1.410, 1.017, 1.663], [-1.703, 1.088, -3.520], [-4.154, -2.508, -1.296], [-2.409, 2.561, -2.858], [-1.772, 2.714, 1.677], [-0.342, 3.726, -0.468], [3.808, -2.120, -2.581], [4.972, -0.588, 0.470], [0.991, 1.398, 4.118]],
  "homo_lumo_gap_ev": [6.295, 5.976],
  "e_tot_ha": -2129.280876,
  "total_charge": -1,
  "spin_multiplicity": 2,
  "e_above_lowest_kcal_mol": 0.0
}